(1)
The following is a quantum chemistry calculation of a molecular structure, C26H74N10O8 at a distorted geometry, from OMol25.

```
118
Properties=species:S:1:pos:R:3:lowdin_charge:R:1
C 3.31330 0.59805 1.52707 -0.7372
O 2.95537 0.96737 2.62800 -0.0705
N 4.55645 0.19462 1.23954 0.1834
N 2.49808 0.27901 0.61860 0.2012
H 4.89400 -0.15972 0.35602 0.1077
H 5.14474 0.40176 2.03397 0.1129
H 2.96109 -0.12246 -0.18423 0.1243
H 1.53749 0.09751 0.87243 -0.2010
C -0.69036 2.11444 3.84199 -0.6584
O 0.22613 2.15914 4.66786 0.0730
N -1.62881 1.22297 3.88723 0.1080
N -0.84573 2.75573 2.71196 0.0843
H -1.47148 0.60192 4.66803 0.1402
H -2.18842 0.95248 3.09113 0.1266
H -1.65827 2.53738 2.15322 0.0774
H 0.00456 3.15322 2.33898 0.0263
C -1.70130 -1.76029 -0.38031 -0.0893
C -2.26263 -3.13775 -0.26558 -0.3948
C -2.34132 -3.84571 -1.60773 -0.2228
O -3.31045 -3.25275 -2.38771 -0.1806
C -3.07442 -3.26953 -3.81627 -0.0788
N -1.54791 -3.90106 0.73477 0.0590
H -1.95480 -1.14896 -1.24640 0.0325
H -0.64528 -1.61250 -0.60631 0.0351
H -2.06964 -1.09957 0.40447 0.0983
H -3.27529 -3.00839 0.11637 0.1384
H -2.71393 -4.85982 -1.46339 0.1252
H -1.35340 -3.97991 -2.04830 0.1266
H -3.75160 -2.71017 -4.46175 0.0972
H -2.89538 -4.28441 -4.17134 0.0932
H -2.15717 -2.69317 -3.93695 0.0334
H -1.70841 -3.45175 1.62497 0.0590
H -1.85092 -4.86380 0.77241 0.0686
C -1.85175 4.21665 1.05441 -0.0500
C -0.62915 4.56353 0.29251 -0.3700
C 0.72582 4.34035 0.93474 -0.0922
O 0.81451 2.96326 1.28672 -0.2974
C 1.98763 2.54223 1.95868 -0.0349
N -0.80775 4.01957 -1.07324 0.0492
H -1.90391 3.14850 1.26522 0.0357
H -2.78620 4.30126 0.49966 0.1040
H -1.82428 4.72133 2.02014 0.1072
H -0.55072 5.63194 0.09138 0.1414
H 0.84306 4.96545 1.81996 0.1517
H 1.53763 4.57190 0.24522 0.1532
H 1.78944 1.51683 2.27075 0.0230
H 2.26369 3.24694 2.74307 0.1419
H 2.81617 2.49854 1.25177 0.1289
H -0.78053 3.03078 -0.86916 0.0028
H -0.03118 4.20299 -1.69244 0.0520
C -0.02482 -4.20973 5.34449 -0.0521
C 0.79992 -3.06781 4.72420 -0.4008
C -0.05674 -1.69557 4.50109 -0.1928
O -1.13879 -1.99888 3.66920 -0.1375
C -1.92578 -0.83469 3.44105 -0.1527
N 1.84769 -2.70275 5.60735 0.0193
H -0.52191 -3.95656 6.28092 0.0859
H 0.57914 -5.11511 5.40458 0.0711
H -0.68917 -4.53030 4.54200 0.0688
H 1.31483 -3.41593 3.82878 0.1320
H 0.54473 -0.87061 4.11926 0.0388
H -0.57027 -1.46876 5.43540 0.1451
H -2.81671 -0.71111 4.05674 0.1215
H -2.36495 -0.92554 2.44759 0.0918
H -1.32023 0.06411 3.55751 -0.0724
H 2.36564 -3.55200 5.78226 0.0734
H 2.45785 -2.10816 5.06487 0.0734
C 2.84920 0.17061 -4.80622 -0.0810
C 2.53257 -0.61966 -3.59951 -0.4262
C 1.13878 -0.28237 -2.98234 -0.1119
O 1.08140 -0.57477 -1.56136 -0.1847
C 1.00452 -1.98743 -1.27256 -0.0442
N 2.65633 -1.95249 -4.11840 0.0454
H 3.82998 -0.17159 -5.13644 0.0849
H 2.85946 1.22498 -4.52999 0.0588
H 2.15450 -0.08652 -5.60583 0.0988
H 3.30050 -0.31271 -2.88946 0.1373
H 0.29324 -0.76058 -3.47679 0.0767
H 0.92933 0.78625 -3.02997 0.0485
H 0.75373 -2.25905 -0.24717 0.1095
H 1.99764 -2.43582 -1.30004 0.0967
H 0.36554 -2.53710 -1.96370 0.1124
H 2.64539 -2.59335 -3.33784 0.0552
H 3.57282 -2.06212 -4.52843 0.0717
C -0.66576 0.36847 -1.21091 -0.1585
C -0.56753 1.25647 -0.03530 -0.2423
C -0.44910 0.72445 1.41494 -0.0639
O 0.72117 -0.09289 1.44541 -0.0201
C 1.05236 -0.38085 2.71184 -0.0855
N 0.46515 2.21325 -0.45134 0.0171
H -0.46665 0.83621 -2.17511 0.0245
H -1.55699 -0.25674 -1.15685 0.0152
H 0.04684 -0.45524 -1.16870 -0.1125
H -1.51930 1.75999 -0.20470 0.1435
H -1.41203 0.28786 1.67996 0.0974
H -0.30204 1.63679 1.99298 0.0419
H 1.83828 -1.12752 2.59820 0.1598
H 0.29513 -0.82407 3.35857 -0.0143
H 1.54887 0.44467 3.22185 0.1139
H 0.51479 2.94489 0.24317 -0.1538
H 1.30097 1.65873 -0.33302 0.0993
C -1.48108 -0.93951 -3.30803 -0.1026
C -1.90906 0.48452 -3.67812 -0.3464
C -0.74528 1.45112 -4.06694 -0.0758
O 0.01161 1.92798 -2.92555 -0.3343
C 1.09201 2.72311 -3.28651 -0.1001
N -2.90297 0.54926 -4.73108 0.0394
H -1.01119 -1.35256 -4.20061 0.1181
H -2.26673 -1.51897 -2.82319 0.0735
H -0.65234 -1.06803 -2.61178 0.0412
H -2.40494 1.05733 -2.89448 0.1477
H -1.06845 2.32836 -4.62741 0.1386
H 0.04707 0.92218 -4.59656 0.1220
H 1.67307 3.13530 -2.46155 0.0994
H 0.75464 3.64224 -3.76557 0.1012
H 1.81255 2.26071 -3.96112 0.0646
H -3.74439 0.06030 -4.46082 0.0746
H -3.10069 1.53913 -4.76510 0.0714
```

Its energy above the lowest of the compared OMol25 structures with the same formula, charge and spin is 1024.8 kcal per mole. The value obtained for the HOMO energy is -6.089 eV. Its spin multiplicity is 1. Its lowest unoccupied orbital energy is 0.32 eV. The calculation puts the frontier orbital gap at 6.41 eV. As for the net charge: 0.



(2)
The following is a quantum chemistry calculation of 8 unconnected molecules or ions with the total composition C26H74N10O8 at a distorted geometry, from OMol25.

```
118
Properties=species:S:1:pos:R:3:lowdin_charge:R:1
C -0.86367 -4.33324 3.32008 -0.0469
C -1.02174 -2.98818 2.52270 -0.3966
C -2.54781 -2.78460 2.29221 -0.2270
O -2.84136 -3.81509 1.39140 -0.2231
C -4.25621 -3.97043 1.04470 -0.0415
N -0.33436 -1.86524 3.16886 0.0516
H -1.58643 -5.11979 2.92342 0.0959
H -1.10168 -4.16120 4.35678 0.0642
H 0.08783 -4.81579 3.18467 0.0480
H -0.60888 -3.13505 1.50102 0.1169
H -2.72454 -1.78902 1.90168 0.0952
H -3.12544 -2.84146 3.24550 0.1329
H -4.50108 -4.95472 0.71017 0.0746
H -4.40372 -3.22324 0.25378 0.0684
H -4.92312 -3.84010 1.89178 0.0840
H -0.44174 -1.84003 4.20110 0.0930
H -0.48650 -0.99891 2.72162 0.0152
C 3.21621 0.03827 -5.18503 -0.0468
C 2.12123 0.31202 -4.17291 -0.4439
C 1.08136 -0.77411 -4.20757 -0.2660
O 0.43587 -0.69009 -5.39507 -0.1522
C -0.59067 -1.63243 -5.61925 -0.0659
N 2.55938 0.51907 -2.85430 0.0495
H 3.95291 0.82280 -5.06867 0.0655
H 2.92509 0.04925 -6.24911 0.0884
H 3.79916 -0.87461 -4.99076 0.0871
H 1.54972 1.12595 -4.54019 0.1385
H 0.42012 -0.63412 -3.39607 0.1002
H 1.56154 -1.70562 -4.07898 0.1076
H -0.78930 -1.70234 -6.66964 0.0876
H -1.47940 -1.40836 -5.05992 0.0585
H -0.23263 -2.59102 -5.31263 0.0830
H 3.03986 1.36614 -2.76404 0.0703
H 3.20716 -0.17002 -2.44609 0.1195
C -2.36813 -2.92288 -2.13529 -0.0707
C -3.46695 -1.87094 -2.09940 -0.4076
C -2.88634 -0.64910 -1.31172 -0.1731
O -3.80610 0.46789 -1.38876 -0.2021
C -3.09669 1.70783 -1.27153 -0.1115
N -3.99693 -1.46770 -3.43090 0.0430
H -2.78344 -3.89363 -2.51531 0.1029
H -1.89856 -3.05729 -1.17959 0.0513
H -1.56979 -2.51702 -2.74383 0.0557
H -4.33314 -2.29955 -1.54784 0.1125
H -1.94684 -0.40396 -1.79756 0.1061
H -2.81297 -0.87679 -0.27843 0.0962
H -2.57729 1.82818 -0.30748 0.0702
H -3.80832 2.57256 -1.41193 0.0993
H -2.45371 1.74847 -2.15228 0.0821
H -3.96785 -0.41706 -3.51047 0.0871
H -3.41341 -1.79063 -4.19993 0.0382
C 0.46946 2.24176 3.65338 -0.0702
C -1.05846 2.43710 3.51903 -0.4059
C -1.92068 1.80878 4.72189 -0.0825
O -3.32677 1.94634 4.17162 -0.2193
C -3.83946 0.86774 3.49319 -0.1635
N -1.26787 3.91977 3.42129 0.0114
H 0.81870 1.16321 3.72583 0.0815
H 0.78054 2.71226 4.62311 0.0871
H 0.98650 2.69517 2.81057 0.0467
H -1.52017 2.03187 2.61825 0.0966
H -1.85040 2.53039 5.58342 0.1254
H -1.68260 0.81014 5.02270 0.0952
H -4.81935 1.21389 3.19711 0.0840
H -4.07246 -0.06380 4.07059 0.0961
H -3.33249 0.62050 2.56700 0.0685
H -2.29181 4.10926 3.50026 0.0869
H -0.78361 4.35010 4.24689 0.0846
C 1.15182 5.60416 0.75673 -0.0442
C -0.01333 5.34191 -0.23875 -0.4461
C 0.48796 5.23072 -1.67770 -0.1814
O 1.37640 6.36825 -1.82384 -0.2306
C 1.81929 6.51437 -3.15840 -0.1343
N -0.66794 4.11767 0.11382 0.0608
H 1.85357 4.74079 0.63285 0.0849
H 0.74689 5.54726 1.79829 0.0742
H 1.65647 6.57245 0.67060 0.0749
H -0.67782 6.24010 -0.23022 0.1469
H -0.31120 5.32627 -2.49298 0.1437
H 1.18713 4.36015 -1.83120 0.1265
H 2.52129 7.31777 -3.12253 0.0689
H 1.05458 6.77322 -3.97926 0.1118
H 2.42669 5.64404 -3.44615 0.0818
H -1.53005 3.97911 -0.36230 0.0673
H -0.91894 4.30717 1.03901 0.0244
C 5.09315 -2.59685 1.76864 -0.0607
C 3.87373 -1.91294 2.47942 -0.3286
C 3.44068 -0.60364 1.80844 -0.2498
O 4.27269 0.40973 2.24842 -0.1743
C 3.86453 1.69031 1.84873 -0.1042
N 2.67246 -2.91263 2.33334 0.0173
H 5.56880 -3.31420 2.39163 0.0481
H 5.86461 -1.90179 1.35979 0.0844
H 4.77547 -3.12635 0.84013 0.0775
H 4.10309 -1.72681 3.51396 0.1216
H 2.37962 -0.41613 2.21746 0.1279
H 3.25598 -0.64630 0.71937 0.1203
H 3.50526 1.80339 0.78265 0.0974
H 4.74098 2.28939 1.97748 0.0789
H 3.06374 2.05317 2.50044 0.0654
H 1.86560 -2.52576 2.86874 0.0506
H 3.01784 -3.81091 2.63393 0.0632
C 1.16756 -4.17602 -1.27089 -0.6113
O 1.34995 -3.24574 -2.02130 0.0047
N 0.37466 -5.34325 -1.72037 0.1060
N 1.76058 -4.23853 -0.00703 0.1379
H -0.22286 -5.16187 -2.53585 0.0796
H -0.03306 -5.88548 -0.90373 0.1012
H 2.00362 -3.32798 0.50212 0.0853
H 1.27488 -4.90177 0.52496 0.0447
C 0.15963 0.38390 -0.01170 -0.7095
O -0.60770 0.38619 0.93640 -0.0040
N 0.66012 1.41336 -0.65923 0.1935
N 0.56613 -0.82542 -0.54575 0.1715
H 0.51374 2.35358 -0.35089 0.0547
H 1.15908 1.11541 -1.52062 0.0719
H 1.23765 -0.83733 -1.29090 0.0441
H -0.08476 -1.57360 -0.35089 0.0776
```

Its energy above the lowest of the compared OMol25 structures with the same formula, charge and spin is 56.3 kcal per mole. The structure (SMILES) is COC[C@H](C)N.COC[C@H](C)N.COC[C@H](C)N.COC[C@H](C)N.COC[C@H](C)N.COC[C@H](C)N.NC(N)=O.NC(N)=O. The value obtained for the HOMO energy is -9.031 eV. Its spin multiplicity is 1. Its lowest unoccupied orbital energy is 0.55 eV. The calculation puts the frontier orbital gap at 9.58 eV. As for the net charge: 0.



- Among the records above, which one has the highest energy above the lowest of the compared OMol25 structures with the same formula, charge and spin?
  number 1



- lowest unoccupied orbital energy of number 2 (C26H74N10O8)?
  0.55 eV



- Look up the lowest unoccupied orbital energy of the second one.
  0.55 eV